The following is a quantum chemistry calculation of a cluster of 9 separate species, C7H30NO10 in total at a distorted geometry, from the OMol25 dataset.

Properties
- ΔE to the lowest compared entry with this formula, charge and spin: 290.8 kJ/mol
- Lowest unoccupied orbital energy: 2.093 eV
- HOMO-LUMO gap: 3.29 eV
- Total charge: -1
- HOMO level: -1.198 eV

Structure (XYZ):
```
48
Properties=species:S:1:pos:R:3:forces:R:3
N 0.50059 -0.15104 0.08924 0.508 -0.944 -0.633
H 0.31237 -0.92617 -0.53033 -0.377 0.203 -0.575
H 0.16891 0.75898 -0.19702 -0.286 -0.029 -0.626
H 1.49983 -0.11535 0.23183 0.267 0.252 0.541
H 0.03016 -0.33243 0.96440 -0.912 0.016 2.557
C -0.06817 0.22446 3.43678 1.847 -1.280 4.498
O -0.83880 -0.10716 2.56759 -3.892 -0.715 -9.494
O -0.53437 -0.10393 4.53540 0.523 0.608 4.826
O 1.11921 0.63560 3.24562 1.952 1.125 -1.070
O -0.45202 -2.24207 -1.61586 -0.344 0.083 -0.783
H -0.27173 -2.92425 -0.96905 0.219 -0.191 0.741
H -0.43022 -2.69755 -2.45747 -0.063 0.056 -0.281
O -2.17533 2.38305 1.97784 -0.340 1.257 -0.306
H -2.78108 2.18451 1.26378 -0.174 -0.068 -0.210
H -1.80291 1.53500 2.21940 0.759 -1.276 0.529
O 3.00142 -1.29443 2.90225 1.423 -1.672 -0.185
H 3.24057 -1.17483 1.98316 -0.138 0.139 -0.016
H 2.37154 -0.59573 3.07920 -1.571 1.420 0.480
O 0.94782 -3.04469 0.50143 -0.007 -0.286 -0.384
H 1.49506 -3.81919 0.37141 0.244 -0.157 0.049
H 0.81209 -3.00291 1.44803 -0.101 0.386 0.649
O -0.11163 2.22525 -0.74129 0.153 0.830 -0.660
H 0.08253 2.77887 0.01503 -0.110 0.125 0.686
H -0.60534 2.79250 -1.33350 -0.296 -0.016 -0.108
C -5.22972 0.69670 -1.98367 -0.323 -0.391 -1.333
C -4.58107 0.71173 -0.63579 0.759 -0.866 -0.219
C -3.46424 -0.30194 -0.53139 0.118 -0.213 0.672
O -3.98977 1.95279 -0.35414 -0.259 0.906 0.015
H -4.69709 1.17702 -2.80446 0.281 0.837 0.431
H -6.24330 1.08815 -1.89678 -0.084 -0.007 -0.435
H -5.23053 -0.30130 -2.42195 -0.617 -0.444 0.523
H -5.39777 0.52333 0.06106 0.209 -0.272 0.534
H -2.71498 -0.15466 -1.30922 -0.201 -0.101 -0.297
H -3.86186 -1.31682 -0.53602 0.096 -0.043 -0.274
H -2.91346 -0.19263 0.40284 -0.103 0.068 0.231
H -4.72243 2.57287 -0.37143 0.172 0.529 0.134
C 3.65092 -1.31691 -1.17584 0.667 0.594 0.291
C 4.10007 -0.02733 -0.46658 -0.579 0.859 -0.852
C 4.28278 1.17367 -1.40775 0.177 -0.195 -0.823
O 3.11044 0.27124 0.53180 1.502 0.065 -0.710
H 2.65784 -1.26324 -1.62194 -0.132 0.358 0.260
H 3.65033 -2.11569 -0.43418 0.071 -0.188 -0.256
H 4.32644 -1.50372 -2.01063 0.193 -0.333 0.174
H 5.07948 -0.07062 0.00984 0.053 -0.947 0.247
H 3.38625 1.42905 -1.97265 -0.233 0.170 0.358
H 5.02792 0.97701 -2.17859 0.148 -0.557 -0.114
H 4.73269 2.04678 -0.93514 -0.537 0.104 0.481
H 3.53053 0.95802 1.05474 -0.659 0.206 0.736
```
Forces are in eV/Å.

---

The following is a quantum chemistry calculation of a cluster of 10 separate species, C7H30O9 in total at a distorted geometry, from the OMol25 dataset.

Properties
- ΔE to the lowest compared entry with this formula, charge and spin: 326.9 kJ/mol
- Lowest unoccupied orbital energy: 0.107 eV
- Structure (SMILES): C=CCC(=C)CC.O.O.O.O.O.O.O.O.O
- HOMO-LUMO gap: 8.92 eV
- Total charge: 0
- HOMO level: -8.811 eV

Structure (XYZ):
```
46
Properties=species:S:1:pos:R:3:forces:R:3
C -1.58983 1.08704 -0.68755 -1.896 2.358 -0.481
C -0.70024 0.75650 0.21946 1.951 0.030 1.598
C 0.30881 -0.41480 0.27439 2.111 0.441 -2.059
C 1.35323 -0.42744 1.44819 -0.215 1.413 -0.262
C 2.15059 0.60754 1.79376 -0.636 -0.580 -0.758
C 1.21688 -1.58213 2.36091 -0.671 -1.628 -0.138
C -0.19829 -1.51248 2.99128 1.489 -0.207 1.006
H -2.24436 2.07185 -0.67011 1.747 -1.857 0.421
H -1.88347 0.51741 -1.53863 0.027 -0.648 -0.083
H -0.39757 1.50416 0.99353 -0.898 -0.808 -0.653
H 0.05884 -1.46137 0.03435 -0.886 0.484 0.444
H 0.89023 -0.19352 -0.68581 -0.164 -0.157 1.158
H 2.32382 1.48383 1.19921 -0.460 0.227 -0.474
H 2.67576 0.65030 2.72232 0.428 -0.617 0.576
H 1.27766 -2.58492 1.84907 -0.093 1.076 -0.183
H 2.00057 -1.70528 3.10732 0.043 0.636 0.149
H -0.83042 -0.82107 2.45641 -0.556 -0.498 -0.425
H -0.47788 -2.54657 3.12214 -1.132 -0.058 -0.187
H -0.12398 -1.10472 3.99578 0.085 0.173 0.227
O -3.19401 -1.41508 -0.31681 -0.235 0.025 1.190
H -3.10856 -1.76761 0.57450 -0.188 -0.742 0.033
H -2.98079 -0.50957 -0.04554 0.150 0.204 -0.757
O 0.37468 -3.08037 -2.09853 0.505 0.680 -3.619
H 0.99673 -3.80710 -2.00701 0.054 -0.185 0.372
H 0.51326 -2.87330 -3.12082 -0.594 -0.416 3.206
O -0.65907 0.57958 -3.57022 -0.017 -0.582 0.398
H -1.26673 -0.00964 -3.07989 0.249 0.161 -0.560
H -1.17934 0.96247 -4.27279 -0.182 0.101 -0.277
O 1.68008 2.97170 -0.20029 -0.692 -0.119 -1.092
H 0.72729 2.82245 -0.13619 -0.135 0.344 1.152
H 1.66071 2.77072 -1.14376 1.259 -0.163 -0.603
O -3.00941 0.42975 1.72094 -1.229 0.124 2.649
H -3.94193 0.67323 1.63905 -0.121 0.145 -0.861
H -3.06241 0.33859 2.71024 0.880 -0.145 -1.046
O 4.40510 -0.34889 -0.54593 0.589 1.589 -1.549
H 4.25788 0.58652 -0.87392 0.060 -1.722 0.834
H 3.84137 -0.45956 0.20625 -0.738 0.166 0.721
O -0.13991 3.41450 1.58910 0.523 -0.051 0.140
H 0.56858 3.24047 2.24492 -1.044 0.481 -0.335
H -0.92988 3.81926 1.94675 0.228 0.024 0.671
O 1.87504 1.40364 -2.79373 -0.191 1.034 0.978
H 1.12023 0.90413 -3.12236 0.052 -0.276 -0.447
H 2.72309 1.15424 -3.13727 0.099 -0.600 -0.501
O -2.40587 -1.81386 -2.72344 -1.975 -0.225 -0.414
H -3.06999 -2.19824 -2.08914 0.871 1.011 -0.834
H -1.60650 -2.11236 -2.34011 1.548 -0.648 0.672
```
Forces are in eV/Å.

---

The following is a quantum chemistry calculation of a structure of composition C7H32F2HgNO13S2 at a distorted geometry, from the OMol25 dataset.

Properties
- Lowest unoccupied orbital energy: -10.433 eV
- HOMO-LUMO gap: 1.67 eV
- Total charge: +1
- HOMO level: -12.104 eV

Structure (XYZ):
```
58
Properties=species:S:1:pos:R:3:forces:R:3
Hg 11.51607 -17.24585 -0.14589 0.442 0.287 -0.511
N 14.61767 -16.02857 0.76088 0.252 -0.798 -5.582
S 15.51361 -15.86678 1.93350 2.080 -0.413 10.574
O 16.21811 -14.61076 2.07296 -0.465 -1.646 -0.574
O 16.21927 -17.12426 2.34649 -1.941 3.046 -1.135
F 14.28326 -15.72688 3.01319 1.444 -0.336 -1.006
S 15.91478 -15.83790 -0.38019 1.185 -0.616 -5.964
O 17.03700 -16.77587 -0.20294 -2.537 2.681 0.283
O 16.08118 -14.46537 -0.87096 -0.576 -3.111 1.763
F 15.13415 -16.58564 -1.62092 0.229 0.914 1.547
C 17.37810 -21.66823 0.98837 0.671 0.929 1.074
O 18.39822 -21.24660 1.90540 0.115 -0.480 -0.100
H 17.25514 -20.80200 0.33827 -0.430 -0.279 -0.666
H 17.71983 -22.56400 0.46980 -0.188 0.190 0.051
H 16.48176 -21.80436 1.59347 -0.347 -0.441 -0.504
H 17.96557 -20.65961 2.52979 0.173 0.132 0.154
O 17.51406 -11.43782 5.98099 -0.156 0.090 0.135
H 17.50331 -12.34957 5.68976 -0.028 -0.257 -0.035
H 18.18022 -11.01949 5.43557 0.176 0.158 -0.103
O 13.43403 -20.04021 -1.05009 -0.306 0.393 0.333
H 14.37285 -19.89101 -1.16222 0.319 0.129 -0.028
H 13.24129 -20.79009 -1.61291 -0.179 -0.219 -0.197
O 11.59703 -13.98485 -1.45383 0.044 -0.635 0.087
H 12.21405 -13.43256 -0.97373 0.255 0.219 0.164
H 10.95902 -13.37128 -1.81815 -0.273 0.161 -0.106
O 16.70909 -10.70405 -3.40422 -0.084 0.214 0.009
H 17.42851 -11.18176 -3.81706 0.219 -0.077 -0.135
H 16.20690 -11.37683 -2.94443 -0.127 -0.152 0.140
O 10.77808 -17.04458 -3.60480 0.170 -0.193 0.555
H 11.00387 -16.22233 -4.03972 0.181 0.302 -0.092
H 9.91052 -17.26506 -3.94384 -0.288 -0.144 -0.108
C 13.16713 -9.29946 3.19027 0.074 0.482 -0.270
C 12.13481 -8.95011 2.14351 -0.460 -0.992 0.223
O 12.66668 -9.28597 0.86667 -0.506 0.386 -0.022
H 13.69204 -10.20597 2.88892 -0.301 -0.185 0.106
H 12.63668 -9.45402 4.12986 0.596 0.279 0.305
H 13.92737 -8.51861 3.16929 0.037 0.069 0.745
H 11.75088 -7.93023 2.16694 0.396 0.267 0.081
H 11.25902 -9.55574 2.37655 -0.106 -0.298 -0.656
H 13.30869 -8.58644 0.72494 0.271 -0.054 -0.522
C 22.72005 -12.82037 -0.87421 0.478 0.469 -0.114
C 21.63459 -13.77324 -0.26094 1.403 0.543 -2.170
O 21.47685 -14.83673 -1.22982 -0.145 0.348 0.747
H 23.75067 -13.05144 -0.60487 -0.146 -0.313 0.562
H 22.62722 -11.74099 -0.75411 -0.522 -0.016 1.107
H 22.82918 -12.76270 -1.95720 -0.838 -1.090 -0.352
H 20.68383 -13.24812 -0.16925 -0.101 0.063 0.282
H 21.95389 -14.23042 0.67562 -0.033 0.394 0.189
H 21.08457 -15.55241 -0.72432 -0.127 -0.409 -0.242
C 14.33568 -18.10026 8.73411 0.236 0.510 -0.413
C 15.76802 -17.90169 8.19236 -0.774 0.105 0.587
O 16.17532 -16.53508 7.94934 -0.228 -1.424 -0.799
H 14.13018 -17.64645 9.70360 0.380 -0.439 0.285
H 14.20797 -19.18193 8.69201 -0.326 -0.019 0.571
H 13.56039 -17.66486 8.10368 0.244 0.033 -0.454
H 15.79459 -18.54498 7.31282 0.194 1.038 -0.881
H 16.43904 -18.49756 8.81104 0.408 0.674 0.685
H 16.29644 -16.00095 8.73778 -0.135 -0.470 0.401
```
Forces are in eV/Å.